(1)
Density functional theory data (ωB97M-V/def2-TZVPD) for an isolated ion of composition C2H11N4 and charge +1.

- 2S+1: 3
- Charge: +1
- HOMO-LUMO gap (alpha / beta): 0.172 / 0.195 Ha
- Lowest unoccupied orbital energy (alpha / beta): -3.193 / -9.129 eV

```
17
C2H11N4 ωB97M-V/def2-TZVPD
C -0.18 -1.57 0.15
C -0.18 -0.05 -0.35
N 1.17 -1.98 0.28
N 0.98 0.69 0.18
N -1.30 0.73 0.00
N -0.91 2.03 -0.20
H -0.82 -2.08 -0.51
H -0.69 -1.45 1.20
H -0.06 -0.09 -1.53
H 1.69 -1.84 -0.60
H 1.36 -2.85 0.62
H 1.95 0.38 -0.09
H 0.93 0.79 1.20
H -1.67 0.36 0.90
H 0.19 2.01 -0.18
H -1.39 2.83 0.24
H -1.05 2.08 -1.32
```

***

(2)
Density functional theory data (ωB97M-V/def2-TZVPD) for CH10IN2Pb as an isolated structure.

- Charge: -1
- HOMO-LUMO gap (alpha / beta): 0.131 / 0.116 Ha
- Lowest unoccupied orbital energy (alpha / beta): 3.077 / 3.131 eV

```
15
CH10IN2Pb ωB97M-V/def2-TZVPD
C -2.09 -2.23 0.66
Pb -0.34 2.03 0.00
N 1.99 2.35 -0.67
N -0.13 0.04 -1.84
H 2.30 1.44 -0.32
H -3.14 -2.09 0.39
H -2.03 -2.13 1.74
H -1.38 -1.49 0.27
H -1.79 -3.24 0.37
H 0.87 -0.12 -2.02
H -0.55 0.35 -2.72
H -0.53 -0.88 -1.63
H 2.08 2.41 -1.68
H 2.54 3.11 -0.22
I 1.26 0.00 1.22
```

***

(3)
Density functional theory data (ωB97M-V/def2-TZVPD) for C45H26Cl5F19GaN3OSSb as an isolated structure.

- Charge: -1
- HOMO-LUMO gap: 0.224 Ha
- Lowest unoccupied orbital energy: 1.919 eV

```
102
C45H26Cl5F19GaN3OSSb ωB97M-V/def2-TZVPD
Ga 0.22 -0.56 -0.34
C -3.18 -1.39 1.28
N -2.32 -0.38 0.67
C -3.04 0.46 -0.28
C -3.63 -0.21 -1.51
N -2.72 -0.39 -2.66
C -2.90 -1.60 -3.36
C -2.71 -2.83 -2.74
F -2.28 -2.88 -1.48
C -2.94 -4.03 -3.39
F -2.77 -5.19 -2.75
C -3.34 -4.03 -4.71
F -3.57 -5.18 -5.35
C -3.53 -2.82 -5.36
F -3.94 -2.81 -6.64
C -3.32 -1.63 -4.69
F -3.55 -0.49 -5.35
C -1.75 0.49 1.70
C -0.66 -0.17 2.54
N 0.58 -0.04 1.81
C 1.74 -0.28 2.45
C 1.95 -0.84 3.74
F 0.90 -1.28 4.48
C 3.19 -1.02 4.30
F 3.29 -1.56 5.53
C 4.35 -0.68 3.62
F 5.57 -0.88 4.17
C 4.21 -0.13 2.36
F 5.31 0.23 1.68
C 2.96 0.08 1.82
F 2.90 0.65 0.60
H -3.93 -0.92 1.94
H -2.59 -2.09 1.87
H -3.70 -1.98 0.53
H -2.35 1.24 -0.60
H -3.89 0.96 0.23
H -4.49 0.37 -1.82
H -4.01 -1.20 -1.27
H -2.56 0.87 2.36
H -1.30 1.35 1.20
H -0.93 -1.21 2.72
H -0.62 0.32 3.52
S 0.27 3.10 -0.34
Sb 2.37 3.19 -1.11
C 2.60 5.02 -2.18
C 3.44 5.17 -3.27
C 3.56 6.41 -3.90
C 2.85 7.50 -3.43
C 2.01 7.36 -2.33
C 1.88 6.12 -1.71
C 3.81 3.49 0.41
C 3.51 3.22 1.74
C 4.47 3.43 2.72
C 5.72 3.91 2.38
C 6.02 4.18 1.05
C 5.07 3.97 0.06
C 3.41 1.86 -2.39
C 4.48 1.12 -1.90
C 5.19 0.29 -2.76
C 4.84 0.21 -4.10
C 3.77 0.95 -4.59
C 3.05 1.77 -3.74
H 4.01 4.33 -3.64
H 4.21 6.51 -4.77
H 2.93 8.46 -3.93
H 1.46 8.21 -1.96
H 1.21 6.00 -0.87
H 2.52 2.84 2.00
H 4.23 3.22 3.76
H 6.47 4.06 3.14
H 7.00 4.56 0.78
H 5.30 4.19 -0.97
H 4.75 1.17 -0.85
H 6.01 -0.29 -2.37
H 5.39 -0.44 -4.76
H 3.48 0.87 -5.63
H 2.22 2.35 -4.12
Cl -3.81 2.60 -2.56
C -2.43 1.99 -3.40
C -2.03 0.64 -3.32
C -0.85 0.30 -4.02
Cl -0.15 -1.26 -3.82
C -0.20 1.20 -4.86
Cl 1.14 0.69 -5.80
C -0.65 2.51 -4.96
Cl 0.12 3.62 -6.03
C -1.73 2.91 -4.19
Cl -2.26 4.54 -4.28
F 0.89 -5.54 1.69
C 0.11 -4.59 1.13
F -0.32 -3.80 2.11
F -0.96 -5.22 0.62
C 0.84 -3.76 0.03
O 0.15 -2.64 -0.24
C 0.93 -4.63 -1.27
F 1.85 -4.13 -2.11
F -0.24 -4.64 -1.92
F 1.27 -5.91 -1.03
C 2.29 -3.46 0.53
F 3.12 -4.52 0.42
F 2.84 -2.46 -0.18
F 2.29 -3.09 1.81
```

***

(4)
Density functional theory data (ωB97M-V/def2-TZVPD) for C48H72O40Rb2S as an isolated structure.

- Charge: 0
- HOMO-LUMO gap: 0.312 Ha
- Lowest unoccupied orbital energy: -0.610 eV

```
163
C48H72O40Rb2S ωB97M-V/def2-TZVPD
Rb 0.31 1.64 2.91
Rb -1.19 0.48 -3.63
S -0.42 0.98 -0.30
O -0.92 2.10 0.42
O -1.54 0.21 -0.82
O 0.36 1.43 -1.47
O 0.51 0.30 0.56
C 2.98 1.41 -3.62
C 3.82 1.08 -2.36
C 3.10 0.02 -1.48
O 3.87 -1.10 -1.71
C 5.08 -0.77 -2.25
O 6.00 -1.58 -2.43
O 5.00 0.46 -2.68
H 2.82 0.46 -4.13
H 3.41 2.10 -4.35
H 2.08 1.96 -3.35
H 3.98 2.07 -1.91
H 2.07 -0.12 -1.80
H 3.11 0.17 -0.40
C 5.15 3.43 2.28
C 4.42 3.98 3.57
C 4.90 5.25 4.17
O 3.74 6.01 4.34
C 2.70 5.40 3.69
O 1.66 5.93 3.53
O 3.09 4.30 3.10
H 4.57 2.69 1.73
H 6.11 2.97 2.50
H 5.30 4.27 1.60
H 4.35 3.40 4.49
H 5.61 5.78 3.53
H 5.33 5.18 5.17
C -3.15 -5.62 -1.27
C -3.22 -4.30 -0.46
C -4.06 -3.15 -0.97
O -5.04 -3.06 0.08
C -4.72 -3.82 1.15
O -5.27 -3.95 2.20
O -3.64 -4.55 0.81
H -2.74 -5.37 -2.24
H -4.13 -6.08 -1.41
H -2.49 -6.34 -0.80
H -2.23 -3.90 -0.26
H -4.57 -3.47 -1.88
H -3.51 -2.26 -1.27
C 4.60 -2.28 -5.46
C 3.24 -2.74 -6.08
C 2.58 -4.04 -5.65
O 1.30 -3.65 -5.25
C 1.20 -2.28 -5.41
O 0.18 -1.69 -5.17
O 2.36 -1.72 -5.82
H 5.46 -2.89 -5.75
H 4.50 -2.43 -4.39
H 4.89 -1.24 -5.58
H 3.29 -2.63 -7.17
H 3.07 -4.32 -4.72
H 2.72 -4.78 -6.44
C -4.83 1.60 2.90
C -4.46 0.11 2.59
C -3.22 -0.14 1.82
O -2.51 -1.18 2.53
C -3.21 -1.49 3.63
O -3.02 -2.42 4.33
O -4.23 -0.61 3.78
H -4.70 2.24 2.02
H -4.06 1.92 3.60
H -5.83 1.65 3.32
H -5.29 -0.42 2.13
H -2.54 0.71 1.83
H -3.48 -0.53 0.83
C 4.83 -0.48 2.15
C 5.15 -1.91 2.60
C 4.95 -2.39 4.06
O 4.31 -3.62 3.92
C 3.94 -3.76 2.62
O 3.23 -4.72 2.30
O 4.27 -2.71 1.90
H 3.87 -0.13 2.53
H 4.86 -0.46 1.06
H 5.57 0.25 2.47
H 6.18 -2.01 2.25
H 4.39 -1.70 4.69
H 5.96 -2.54 4.45
C -4.72 1.99 -3.23
C -5.44 2.27 -1.95
C -4.54 2.25 -0.69
O -5.09 3.43 -0.06
C -5.78 4.15 -0.86
O -6.39 5.23 -0.51
O -5.86 3.60 -1.99
H -4.33 0.98 -3.40
H -3.87 2.64 -3.44
H -5.40 2.13 -4.06
H -6.29 1.59 -1.86
H -3.49 2.39 -0.95
H -4.71 1.31 -0.16
C 0.25 -2.49 -1.85
C 1.03 -3.02 -0.63
C 0.35 -2.64 0.64
O 0.15 -3.79 1.41
C 0.31 -4.82 0.61
O 0.05 -5.98 0.83
O 0.81 -4.40 -0.56
H 0.53 -1.46 -2.08
H -0.79 -2.34 -1.56
H 0.29 -3.07 -2.77
H 2.04 -2.61 -0.60
H -0.59 -2.15 0.40
H 1.07 -1.98 1.14
C -2.47 -3.55 -7.89
C -2.90 -4.21 -6.59
C -1.74 -4.93 -5.87
O -1.80 -4.38 -4.52
C -2.52 -3.27 -4.50
O -2.56 -2.41 -3.60
O -3.03 -3.07 -5.77
H -2.59 -4.22 -8.74
H -1.41 -3.28 -7.85
H -3.02 -2.66 -8.18
H -3.79 -4.83 -6.69
H -0.83 -4.81 -6.46
H -1.88 -6.00 -5.78
C 0.50 -5.08 5.18
C 0.09 -3.61 5.21
C -0.05 -3.00 6.55
O 0.61 -1.79 6.32
C 1.17 -1.69 5.19
O 1.90 -0.71 4.88
O 1.04 -2.82 4.51
H -0.18 -5.83 5.57
H 1.39 -5.23 5.79
H 0.81 -5.36 4.17
H -0.92 -3.60 4.80
H 0.41 -3.60 7.34
H -1.06 -2.68 6.83
C -3.71 5.28 3.18
C -2.51 6.10 3.68
C -1.62 6.78 2.60
O -1.64 8.12 2.96
C -2.26 8.26 4.17
O -2.13 9.24 4.83
O -2.90 7.12 4.55
H -3.94 4.49 3.90
H -3.55 4.79 2.22
H -4.57 5.94 3.04
H -1.89 5.44 4.29
H -1.95 6.59 1.58
H -0.64 6.36 2.83
C -0.28 5.18 -1.07
C 0.89 5.01 -0.16
C 1.81 3.88 -0.47
O 3.10 4.44 -0.46
C 3.04 5.77 -0.41
O 3.98 6.61 -0.39
O 1.73 6.15 -0.37
H 0.00 5.13 -2.12
H -0.71 6.18 -0.94
H -0.89 4.30 -0.86
H 0.67 5.03 0.90
H 1.49 3.54 -1.46
H 1.71 3.06 0.23
```

***

(5)
Density functional theory data (ωB97M-V/def2-TZVPD) for an isolated ion of composition C5H8F3N4O and charge +1.

- Charge: +1
- HOMO-LUMO gap: 0.320 Ha
- Lowest unoccupied orbital energy: -3.447 eV

```
21
C5H8F3N4O ωB97M-V/def2-TZVPD
C 1.13 0.61 0.46
C -0.74 -0.80 0.78
C -0.47 0.53 -2.11
C -0.10 1.67 -1.20
C -1.20 -1.55 1.97
N -0.87 -0.73 -1.61
N 1.25 1.39 -0.59
N 2.12 0.04 1.08
N -0.96 -1.25 -0.47
O -0.10 0.44 0.97
F -1.67 -0.67 2.85
F -2.05 -2.43 1.78
F -0.17 -2.12 2.56
H -1.33 0.81 -2.76
H 0.29 0.46 -2.88
H -0.04 2.60 -1.89
H -0.83 1.82 -0.42
H 2.12 1.91 -0.67
H 2.05 -0.66 1.88
H 3.02 0.05 0.60
H -1.45 -2.14 -0.32
```

***

(6)
Density functional theory data (ωB97M-V/def2-TZVPD) for C16H39B2Br2F2IN6O15P5 as an isolated structure.

- Charge: +1
- HOMO-LUMO gap: 0.246 Ha
- Lowest unoccupied orbital energy: -4.016 eV

```
88
C16H39B2Br2F2IN6O15P5 ωB97M-V/def2-TZVPD
C 5.79 -0.94 -0.47
C 4.33 -1.65 -0.34
C 3.31 -1.02 -1.43
N 1.99 -0.61 -1.03
C 1.81 0.46 -0.07
I 3.57 1.86 0.13
B 1.76 0.00 1.48
N 1.17 -1.29 2.04
O 2.45 0.69 2.58
C 0.61 1.49 -0.62
P 1.29 2.04 -2.37
P 1.89 4.10 -2.56
O 2.87 4.72 -1.59
O 0.60 5.21 -2.85
O 2.71 4.14 -4.08
P 0.97 3.04 0.36
O -0.07 4.39 -0.09
Br 0.25 3.09 2.57
N -0.71 0.81 -0.83
C -1.58 1.26 0.35
C -3.08 0.86 0.55
C -3.36 1.38 2.09
F -4.09 1.58 -0.16
P -1.84 1.24 -2.20
O -1.18 1.06 -3.79
Br -2.25 3.51 -2.30
C -0.65 -0.72 -0.96
F -1.08 -1.31 0.32
P -1.99 -1.48 -2.09
N -3.64 -1.32 -1.57
O -1.81 -3.20 -1.91
C 0.78 -1.37 -1.48
C 1.05 -2.82 -0.77
C 1.41 -4.07 -1.66
O 2.69 -4.13 -2.32
C 2.62 -4.52 -3.68
O 2.16 -5.62 -3.98
B 0.80 -1.52 -3.13
O 1.64 -0.67 -3.98
O 0.20 -2.54 -3.93
C -0.40 -2.11 -5.15
H 5.92 -0.09 0.28
H 6.61 -1.71 -0.24
H 6.00 -0.58 -1.53
H 4.02 -1.59 0.74
H 4.54 -2.76 -0.56
H 3.92 -0.18 -1.92
H 3.40 -1.80 -2.28
H 0.59 -0.98 2.85
H 1.93 -1.90 2.36
H 1.85 0.73 3.35
H 2.56 1.37 -2.61
H 0.59 5.46 -3.79
H 3.67 4.13 -3.88
H 0.52 5.17 0.02
H -1.70 2.41 0.34
H -1.07 0.94 1.33
H -3.32 -0.25 0.69
H -4.39 1.00 2.40
H -2.62 0.87 2.81
H -3.25 2.51 2.17
H -1.65 1.67 -4.40
H -4.10 -0.70 -2.27
H -4.18 -2.20 -1.65
H -2.39 -3.49 -1.16
H 0.14 -3.23 -0.21
H 1.85 -2.76 0.05
H 1.45 -4.95 -0.91
H 0.59 -4.42 -2.38
H 3.07 -3.78 -4.44
H 1.11 0.05 -4.39
H 0.25 -2.41 -6.05
H -1.38 -2.71 -5.27
H -0.66 -1.01 -5.25
C -4.17 3.81 5.51
N -3.93 2.35 5.35
O -4.79 1.70 4.78
O -2.89 1.91 5.80
H -5.13 4.06 5.06
H -4.18 4.03 6.57
H -3.36 4.34 5.00
C -2.88 -0.81 6.59
N -2.29 -1.90 7.40
O -1.22 -2.36 7.03
O -2.91 -2.26 8.38
H -2.21 -0.59 5.76
H -3.85 -1.15 6.24
H -2.97 0.06 7.24
```

***

| no. | E (Ha) |
| --- | --- |
| 1 | -301.250691 |
| 2 | -644.129200 |
| 3 | -8731.602653 |
| 4 | -5328.360122 |
| 5 | -788.831200 |
| 6 | -9491.651955 |